(1)
C3H2Cl3FO | the ωB97M-V functional and the def2-TZVPD basis

Results
SMILES   O=C[C@@H](Cl)C(F)(Cl)Cl
Charge   0
LUMO level   0.3948 eV
HOMO   -10.7 eV
HOMO-LUMO gap   11.102 eV
Largest force on an atom   0.68 eV/A

Last column: Mulliken charge in e.
CARTESIAN COORDINATES (ANGSTROEM)
O  1.00748  -2.24864  0.39810  -0.411
C  0.98201  -1.09308  0.10627  -0.008
C  -0.27107  -0.36381  -0.43482  -0.135
Cl  -1.72422  -1.33412  -0.22479  -0.105
C  -0.36553  1.03962  0.19160  0.367
F  0.79863  1.66722  -0.13527  -0.188
Cl  -1.69537  1.97768  -0.51120  -0.121
Cl  -0.49400  0.97738  1.94774  -0.106
H  1.87527  -0.42908  0.15219  0.361
H  -0.11319  -0.19317  -1.48981  0.347

***

(2)
C2H4N2 | the ωB97M-V functional and the def2-TZVPD basis

Results
Charge   0
LUMO level   0.8769 eV
HOMO   -8.1 eV
HOMO-LUMO gap   9.009 eV
Largest force on an atom   2.63 eV/A

Last column: Mulliken charge in e.
CARTESIAN COORDINATES (ANGSTROEM)
C  0.27923  -0.58932  0.04837  -0.169
C  -0.92359  0.36391  -0.12692  -0.746
N  2.56523  0.27576  -0.20287  -0.507
N  1.49917  -0.08044  0.06185  0.341
H  0.17524  -1.47951  0.60356  0.317
H  -1.14866  0.69222  -1.15481  0.258
H  -0.63728  1.08334  0.65048  0.279
H  -1.80934  -0.26596  0.12033  0.229

***

(3)
C17H21FeNO3 | the ωB97M-V functional and the def2-TZVPD basis

Results
Charge   -2
LUMO level (spin up / spin down)   5.2197 / 5.1905 eV
HOMO (spin up / spin down)   2.0 / -0.2 eV
HOMO-LUMO gap (spin up / spin down)   3.254 / 5.360 eV
Multiplicity   5
Largest force on an atom   2.48 eV/A
⟨S²⟩   6.11

Last column: Mulliken charge in e.
CARTESIAN COORDINATES (ANGSTROEM)
C  -3.94733  -0.77257  2.53923  -1.222
C  -2.72244  0.11170  2.45021  -0.107
O  -1.53512  -0.69548  2.23831  -0.375
C  -0.40812  0.10304  2.05823  0.722
N  0.70254  -0.58357  1.64358  -0.462
C  1.87337  -0.31584  2.27412  0.709
C  2.74921  -1.52458  2.53669  -1.142
O  2.32729  0.78820  2.61013  -0.698
O  -0.54426  1.31831  2.19434  -0.701
H  -4.86307  -0.17361  2.58706  0.381
H  -4.04156  -1.41887  1.66101  0.294
H  -3.94350  -1.39394  3.44112  0.297
H  -2.82839  0.79777  1.60147  0.271
H  -2.63865  0.71365  3.36593  0.238
H  2.16711  -2.44262  2.61817  0.286
H  3.50344  -1.66170  1.75201  0.219
H  3.32767  -1.38133  3.45234  0.334
C  2.15233  1.31001  -0.61188  -0.182
C  1.81131  1.35487  -2.03609  -1.012
C  0.61531  0.89587  -2.59306  1.462
C  0.06851  1.20861  -3.93847  -0.893
C  -1.19216  0.52960  -4.08967  -0.328
C  -1.39899  -0.31458  -2.91767  -0.668
C  -0.28396  -0.15064  -2.03444  -0.530
Fe  0.31357  -0.70951  -3.82616  -0.249
C  0.54717  -2.67835  -3.84401  -0.675
C  1.81023  -1.98968  -3.64179  -0.606
C  2.01550  -1.09452  -4.76975  -0.611
C  0.87775  -1.23239  -5.66249  -0.529
C  -0.02776  -2.20868  -5.08953  -0.519
H  3.15015  0.88040  -0.44172  0.237
H  2.20652  2.32068  -0.18341  0.283
H  1.41195  0.73945  -0.03973  -0.520
H  2.48576  1.89537  -2.70279  0.272
H  0.51475  1.93796  -4.60780  0.438
H  -1.89232  0.66824  -4.91149  0.416
H  -2.27503  -0.92252  -2.71121  0.428
H  -0.12722  -0.60742  -1.06186  0.536
H  0.13506  -3.44749  -3.19735  0.449
H  2.52600  -2.18842  -2.85032  0.498
H  2.92760  -0.54875  -4.98661  0.461
H  0.78930  -0.78168  -6.64652  0.407
H  -0.94054  -2.57630  -5.54940  0.392

***

(4)
C2H16NO8 | the ωB97M-V functional and the def2-TZVPD basis

Results
Charge   -1
LUMO level   3.1802 eV
HOMO   -6.0 eV
HOMO-LUMO gap   9.170 eV
Largest force on an atom   5.62 eV/A

Last column: Mulliken charge in e.
CARTESIAN COORDINATES (ANGSTROEM)
C  1.86884  1.83730  -1.01153  -0.998
N  1.27134  0.45450  -1.00944  -0.132
C  1.32766  -0.19229  0.19296  0.833
O  1.16455  -1.47009  0.30084  -1.043
O  1.45531  0.63818  1.16892  -0.824
H  2.78327  1.69708  -0.58000  0.305
H  1.24458  2.43468  -0.41098  0.235
H  1.80016  2.23013  -1.94825  0.431
H  1.14334  -0.13327  -1.82382  0.256
H  1.75462  -1.32749  2.55617  0.315
H  2.71128  -1.67608  1.39649  0.341
O  2.65150  -1.73163  2.37749  -0.667
H  -1.21371  0.94091  1.42367  0.276
H  0.16429  1.47943  1.43904  0.371
O  -0.84447  1.72144  1.20057  -0.750
H  -2.70252  2.80605  -1.03528  0.274
H  -2.18933  2.06201  0.22095  0.441
O  -2.85288  1.94044  -0.54801  -0.680
H  0.57091  -2.05539  -1.18742  0.437
H  1.05945  -2.87191  -2.51361  0.289
O  0.38386  -2.17087  -2.09644  -0.712
H  -3.03181  -0.80779  -1.91195  0.319
H  -3.50484  0.18741  -0.76363  0.351
O  -3.83125  -0.51872  -1.41663  -0.665
H  -0.27678  -1.77166  1.78271  0.396
H  -1.84107  -1.76236  1.78380  0.312
O  -1.06629  -1.94000  2.41338  -0.711

***

(5)
C5H8N2O | the ωB97M-V functional and the def2-TZVPD basis

Results
SMILES   CC[C@H]1C=NN=CO1
Charge   0
LUMO level   0.6525 eV
HOMO   -9.3 eV
HOMO-LUMO gap   9.946 eV
Largest force on an atom   8.00 eV/A

Last column: Mulliken charge in e.
CARTESIAN COORDINATES (ANGSTROEM)
C  -1.19463  1.32507  -0.41854  -0.773
C  -0.74592  -0.14138  -1.04950  -0.913
C  0.27163  -1.05829  -0.22220  0.383
C  1.67348  -0.57980  -0.30382  -0.210
N  2.16255  0.17278  0.65761  -0.301
N  1.27798  0.77202  1.60831  -0.448
C  0.49277  -0.19462  1.89828  -0.162
O  -0.02290  -1.17581  1.20773  -0.381
H  -1.80313  1.46273  -1.43603  0.295
H  -2.05065  1.19260  0.43738  0.216
H  -0.22603  2.00911  -0.16419  0.289
H  -0.38333  0.14395  -1.99037  0.433
H  -1.80596  -0.59122  -1.24863  0.356
H  -0.03835  -2.13046  -0.64002  0.251
H  2.38951  -1.04251  -1.03622  0.374
H  0.00298  -0.16417  2.70020  0.592

***

(6)
C5H8NO2 | the ωB97M-V functional and the def2-TZVPD basis

Results
Charge   +1
LUMO level   -7.5545 eV
HOMO   -15.7 eV
HOMO-LUMO gap   8.113 eV
Largest force on an atom   5.04 eV/A

Last column: Mulliken charge in e.
CARTESIAN COORDINATES (ANGSTROEM)
C  0.45855  -0.16761  1.54924  -0.381
C  -0.13780  -0.28425  0.31345  0.898
C  -0.11385  0.71120  -0.58693  0.136
C  -1.00798  -1.44278  0.18889  -1.588
C  -0.35015  0.56630  -1.99387  -1.152
N  1.50059  0.94489  1.74119  0.964
O  2.57308  0.46717  1.86956  -0.484
O  1.18481  2.03976  1.62259  -0.488
H  0.49844  -0.97774  2.33622  0.376
H  0.05535  1.77760  -0.32989  0.407
H  -1.70979  -1.39158  -0.59979  0.479
H  -1.47597  -1.51556  1.14548  0.422
H  -0.32532  -2.31967  0.10607  0.366
H  0.59622  0.72771  -2.49696  0.351
H  -1.00527  1.32982  -2.60469  0.367
H  -0.74089  -0.46527  -2.26055  0.329

***

(7)
C2H3NO | the ωB97M-V functional and the def2-TZVPD basis

Results
SMILES   [H]/N=C/C=O
Charge   0
LUMO level   -0.1517 eV
HOMO   -10.3 eV
HOMO-LUMO gap   10.131 eV
Largest force on an atom   2.96 eV/A

Last column: Mulliken charge in e.
CARTESIAN COORDINATES (ANGSTROEM)
H  1.10935  0.24290  1.28707  0.257
N  0.80529  -0.29034  0.49733  -0.529
C  -0.25313  0.28386  0.07751  0.049
C  -0.64894  -0.24581  -1.31499  0.085
O  -1.71598  0.08890  -1.83821  -0.466
H  -0.67015  1.26862  0.51187  0.297
H  0.21006  -0.83759  -1.79911  0.308

***

(8)
CH5BS | the ωB97M-V functional and the def2-TZVPD basis

Results
Charge   0
LUMO level   -0.1884 eV
HOMO   -10.1 eV
HOMO-LUMO gap   9.883 eV
Largest force on an atom   2.34 eV/A

Last column: Mulliken charge in e.
CARTESIAN COORDINATES (ANGSTROEM)
B  0.75832  -0.11278  -0.40909  -0.207
C  -0.29198  0.15895  0.56530  -0.092
S  -1.96867  0.31948  0.37850  -0.143
H  0.77707  -0.61822  -1.56533  -0.107
H  1.26150  -0.96339  0.32734  0.034
H  1.37972  0.81608  0.11974  0.034
H  0.04529  0.32602  1.55893  0.319
H  -1.96125  0.07386  -0.97539  0.161